Entry 1:
Entry from the Open Molecules 2025 dataset: a structure of composition C41H36IrN5S3Sb (ωB97M-V/def2-TZVPD).

Positions of all 87 atoms, in Å:
Ir 0.99 -0.98 -1.40
C 6.05 -2.56 0.63
C 5.04 -2.01 1.64
N 3.73 -2.63 1.52
C 2.84 -2.33 0.56
S 3.17 -0.95 -0.48
N 1.77 -3.08 0.44
N 0.85 -2.70 -0.43
C -0.28 -3.37 -0.58
C -0.51 -4.65 0.16
C -1.22 -2.79 -1.47
C -2.47 -3.35 -1.78
C -3.35 -2.68 -2.60
C -2.97 -1.46 -3.16
C -1.71 -0.98 -2.86
N -0.87 -1.60 -2.04
H 7.02 -2.11 0.83
H 5.75 -2.31 -0.38
H 6.13 -3.64 0.72
H 4.91 -0.94 1.49
H 5.38 -2.19 2.66
H 3.59 -3.52 1.98
H 0.36 -4.88 0.76
H -0.69 -5.46 -0.55
H -1.38 -4.57 0.82
H -2.73 -4.31 -1.35
H -4.33 -3.09 -2.81
H -3.62 -0.92 -3.82
H -1.37 -0.05 -3.29
S 1.91 1.67 -4.98
C 1.18 2.76 -3.83
C 0.94 4.11 -3.97
C 0.35 4.79 -2.92
C -0.01 4.11 -1.75
C 0.23 2.76 -1.62
C 0.84 2.06 -2.66
N 1.15 0.71 -2.71
C 1.70 0.37 -3.85
C 2.08 -0.99 -4.10
C 2.72 -1.41 -5.27
C 3.08 -2.73 -5.42
C 2.80 -3.64 -4.40
C 2.17 -3.23 -3.24
C 1.79 -1.90 -3.07
H 1.22 4.63 -4.88
H 0.15 5.85 -3.00
H -0.48 4.65 -0.94
H -0.05 2.22 -0.72
H 2.95 -0.68 -6.04
H 3.59 -3.06 -6.31
H 3.10 -4.67 -4.51
H 1.97 -3.96 -2.46
S 0.16 0.10 0.53
Sb -1.54 1.35 2.25
C -0.08 2.04 3.65
C -0.09 1.57 4.96
C 0.99 1.83 5.79
C 2.07 2.56 5.31
C 2.07 3.05 4.02
C 1.00 2.78 3.18
C -2.96 0.06 3.22
C -2.48 -1.15 3.73
C -3.37 -2.16 4.05
C -4.73 -1.98 3.84
C -5.21 -0.77 3.36
C -4.32 0.25 3.04
C -2.51 3.04 1.33
C -3.30 2.79 0.21
C -3.74 3.84 -0.58
C -3.36 5.14 -0.26
C -2.58 5.39 0.87
C -2.15 4.33 1.66
H -0.93 1.00 5.32
H 0.99 1.45 6.80
H 2.92 2.73 5.95
H 2.91 3.62 3.65
H 1.01 3.14 2.15
H -1.41 -1.30 3.86
H -3.00 -3.10 4.44
H -5.42 -2.79 4.04
H -6.27 -0.62 3.21
H -4.69 1.19 2.64
H -3.57 1.77 -0.05
H -4.35 3.65 -1.45
H -3.67 5.96 -0.89
H -2.30 6.40 1.12
H -1.53 4.52 2.53

Computed properties:
HOMO energy   -0.3539 Ha
Charge   +1
Energy relative to the best compared isomer or geometry (same formula, charge and spin)   36.7 kJ/mol
LUMO   -3.74 eV

Results of the Mulliken charge analysis, in e, for atoms 1 through 5:
1 Ir 1.271
2 C -0.934
3 C -0.631
4 N -0.184
5 C 0.603



Entry 2:
Entry from the Open Molecules 2025 dataset: a structure of composition C41H36N2O2OsP2 (ωB97M-V/def2-TZVPD).

Positions of all 84 atoms, in Å:
Os 0.65 -0.07 0.13
N 2.77 -0.54 -0.02
C 3.61 -0.36 1.17
C 4.98 -0.18 1.08
C 5.71 -0.10 2.27
C 5.08 -0.23 3.50
C 3.70 -0.41 3.57
C 2.96 -0.46 2.40
P 1.16 -0.51 2.33
C 0.71 1.24 2.07
C 1.66 2.30 1.99
C 1.24 3.59 1.85
C -0.13 3.88 1.79
C -1.08 2.88 1.88
C -0.67 1.57 2.03
C 0.50 -1.12 3.87
C 0.71 -2.48 4.17
C 0.29 -2.98 5.39
C -0.32 -2.13 6.31
C -0.52 -0.79 6.02
C -0.11 -0.28 4.80
H 2.74 -1.55 -0.18
H 3.22 -0.16 -0.85
H 5.48 -0.13 0.13
H 6.78 0.03 2.22
H 5.66 -0.17 4.41
H 3.21 -0.49 4.53
H 2.71 2.07 2.08
H 1.96 4.40 1.81
H -0.45 4.92 1.69
H -2.13 3.12 1.85
H -1.41 0.79 2.17
H 1.18 -3.14 3.45
H 0.45 -4.02 5.63
H -0.64 -2.53 7.27
H -0.99 -0.14 6.74
H -0.26 0.77 4.58
O 0.90 1.65 -1.04
N 1.68 1.86 -2.12
C 1.11 1.88 -3.33
C 1.86 2.20 -4.44
C 3.20 2.51 -4.30
C 3.76 2.51 -3.03
C 2.98 2.19 -1.94
H 0.05 1.65 -3.34
H 1.37 2.22 -5.41
H 3.80 2.78 -5.16
H 4.80 2.77 -2.87
H 3.31 2.23 -0.91
O -1.38 -0.39 0.17
P -2.21 -0.70 -1.11
C -3.13 -2.20 -0.88
C -3.29 -2.71 0.40
C -4.01 -3.88 0.58
C -4.55 -4.54 -0.52
C -4.37 -4.04 -1.80
C -3.66 -2.86 -1.99
C -0.91 -0.95 -2.35
C -1.13 -0.82 -3.72
C -0.10 -1.09 -4.61
C 1.15 -1.47 -4.15
C 1.39 -1.57 -2.79
C 0.36 -1.31 -1.89
C -3.22 0.67 -1.61
C -4.57 0.49 -1.89
C -5.34 1.58 -2.28
C -4.76 2.83 -2.37
C -3.41 3.02 -2.08
C -2.64 1.94 -1.70
H -2.88 -2.19 1.26
H -4.15 -4.28 1.57
H -5.11 -5.45 -0.38
H -4.79 -4.56 -2.66
H -3.52 -2.48 -2.99
H -2.10 -0.51 -4.09
H -0.29 -1.01 -5.68
H 1.94 -1.71 -4.86
H 2.35 -1.92 -2.44
H 0.50 -1.66 -0.83
H -5.03 -0.49 -1.80
H -6.39 1.45 -2.50
H -5.37 3.68 -2.67
H -2.97 4.00 -2.15
H -1.59 2.08 -1.45

Computed properties:
Spin multiplicity   2
HOMO energy (spin up / spin down)   -0.6021 / -0.6021 Ha
Charge   +3
Energy relative to the best compared isomer or geometry (same formula, charge and spin)   33.7 kJ/mol
LUMO (spin up / spin down)   -9.41 / -9.20 eV

Results of the Mulliken charge analysis, in e, for atoms 1 through 5:
1 Os 2.077
2 N -0.782
3 C 0.111
4 C -0.447
5 C -0.736



Entry 3:
Entry from the Open Molecules 2025 dataset: a structure of composition C41H36N4O4S3Tl (ωB97M-V/def2-TZVPD).

Positions of all 89 atoms, in Å:
Tl -0.37 1.02 -0.55
C -1.67 -4.11 2.19
O -1.02 -5.37 2.09
C -0.19 -5.53 1.01
C -0.47 -5.03 -0.27
C 0.39 -5.28 -1.31
C 1.59 -6.00 -1.10
C 1.80 -6.64 0.13
C 0.85 -6.40 1.14
N 2.55 -6.08 -2.20
N 2.97 -5.12 -2.86
C 2.56 -3.73 -2.60
C 2.08 -3.10 -3.75
C 1.34 -1.90 -3.70
C 1.16 -1.20 -2.49
O 0.48 -0.13 -2.42
C 1.70 -1.84 -1.30
N 1.49 -1.22 -0.13
C 2.00 -1.69 1.00
C 2.74 -2.85 1.05
C 2.99 -3.54 -0.12
C 2.46 -3.04 -1.34
H -2.35 -4.21 3.03
H -2.20 -3.89 1.25
H -0.99 -3.29 2.43
H -1.36 -4.50 -0.44
H 0.27 -4.95 -2.34
H 2.74 -7.18 0.26
H 1.13 -6.87 2.11
H 2.20 -3.64 -4.70
H 0.99 -1.44 -4.61
H 1.87 -1.03 1.89
H 3.26 -3.29 1.89
H 3.71 -4.34 -0.21
C -0.28 3.66 -4.50
C -0.98 3.22 -3.28
O -1.37 2.07 -3.21
C -1.32 4.26 -2.30
C -0.99 5.66 -2.50
C -1.21 6.64 -1.52
C -1.74 6.27 -0.28
C -2.07 4.93 -0.06
C -1.86 3.90 -1.03
O -1.97 2.70 -0.66
H 0.13 2.73 -5.00
H 0.56 4.32 -4.29
H -1.01 4.15 -5.12
H -0.62 6.00 -3.43
H -0.91 7.66 -1.64
H -1.86 6.99 0.54
H -2.33 4.66 0.93
S -3.37 -1.40 2.15
C -2.15 -0.62 3.10
C -1.23 0.00 2.32
C -1.50 -0.08 0.92
C -2.58 -0.83 0.68
C -3.08 -1.07 -0.71
C -4.10 -1.99 -0.98
C -4.58 -2.00 -2.30
C -3.96 -1.16 -3.26
C -2.87 -0.38 -2.88
N -2.47 -0.34 -1.63
H -2.28 -0.52 4.18
H -0.39 0.47 2.83
H -4.49 -2.63 -0.22
H -5.34 -2.74 -2.64
H -4.29 -1.19 -4.30
H -2.23 0.17 -3.56
C 2.89 0.33 4.59
S 1.19 0.08 5.20
C 0.42 1.72 4.84
H 2.92 0.52 3.52
H 3.43 -0.61 4.74
H 3.42 1.13 5.18
H 0.73 2.35 5.69
H -0.67 1.54 4.82
H 0.78 2.13 3.93
S 1.62 2.47 -0.79
C 1.54 3.66 0.51
C 2.65 4.50 0.69
C 2.65 5.50 1.68
C 1.54 5.61 2.53
C 0.51 4.68 2.40
C 0.49 3.71 1.41
H 3.57 4.37 0.06
H 3.53 6.19 1.84
H 1.44 6.39 3.23
H -0.28 4.71 3.20
H -0.29 2.97 1.34

Computed properties:
HOMO energy   -0.1667 Ha
Charge   -1
Energy relative to the best compared isomer or geometry (same formula, charge and spin)   98.6 kJ/mol
LUMO   2.16 eV

Results of the Mulliken charge analysis, in e, for atoms 1 through 5:
1 Tl 1.348
2 C -0.538
3 O -0.490
4 C 0.635
5 C -0.282



Entry 4:
Entry from the Open Molecules 2025 dataset: a structure of composition C41H37F13N4OPSn (ωB97M-V/def2-TZVPD).

Positions of all 98 atoms, in Å:
Sn -0.02 0.34 -0.08
C -1.16 3.49 0.14
N -0.64 2.51 1.10
C 0.44 3.14 1.87
C -1.73 2.04 1.97
C -1.26 1.01 3.00
N -0.35 0.08 2.41
C 0.24 -0.85 3.16
C 1.39 -1.50 2.64
F 1.74 -1.16 1.36
C 2.14 -2.41 3.35
F 3.22 -2.94 2.79
C 1.75 -2.80 4.63
C 0.58 -2.26 5.15
F 0.14 -2.68 6.31
C -0.16 -1.29 4.47
F -1.28 -0.83 5.00
H -1.55 4.37 0.66
H -1.97 3.05 -0.44
H -0.37 3.81 -0.53
H 0.08 4.01 2.42
H 1.23 3.47 1.19
H 0.87 2.44 2.58
H -2.49 1.58 1.32
H -2.19 2.88 2.50
H -2.15 0.52 3.42
H -0.78 1.51 3.84
H 2.32 -3.52 5.19
F -3.94 -3.62 -7.76
C -4.22 -4.35 -6.68
F -3.83 -5.60 -6.91
F -5.55 -4.36 -6.53
C -3.56 -3.79 -5.43
C -3.05 -2.50 -5.42
C -2.45 -2.02 -4.28
C -2.36 -2.83 -3.15
C -2.87 -4.13 -3.16
C -3.47 -4.60 -4.31
P -1.63 -2.14 -1.62
C -0.69 -3.47 -0.83
C 0.08 -4.32 -1.64
C 0.99 -5.19 -1.07
C 1.13 -5.22 0.31
C 0.36 -4.40 1.13
C -0.52 -3.51 0.56
C 2.21 -6.12 0.89
F 2.12 -7.36 0.42
F 3.41 -5.63 0.56
F 2.15 -6.17 2.22
C -3.07 -1.74 -0.55
C -3.55 -0.43 -0.62
C -4.66 -0.05 0.12
C -5.26 -0.98 0.96
C -4.80 -2.29 1.03
C -3.71 -2.67 0.26
C -6.38 -0.55 1.89
F -6.91 0.62 1.56
F -5.85 -0.41 3.13
F -7.34 -1.45 1.97
H -3.13 -1.88 -6.31
H -2.02 -1.03 -4.27
H -2.80 -4.76 -2.29
H -3.88 -5.60 -4.33
H -0.04 -4.28 -2.71
H 1.60 -5.83 -1.69
H 0.47 -4.48 2.20
H -1.11 -2.85 1.20
H -3.07 0.29 -1.28
H -5.06 0.95 0.04
H -5.29 -3.00 1.67
H -3.37 -3.70 0.31
C 3.26 1.87 -7.98
C 2.01 2.01 -7.11
N 1.39 0.74 -6.81
C 0.87 -0.03 -7.91
C 1.68 -1.30 -8.19
C 1.17 0.24 -5.56
O 0.40 -0.69 -5.37
C 1.83 0.85 -4.36
C 3.15 1.30 -4.27
C 3.61 1.75 -3.04
C 2.79 1.68 -1.93
N 1.54 1.20 -2.00
C 1.09 0.81 -3.18
H 3.69 2.86 -8.12
H 3.03 1.47 -8.96
H 4.00 1.23 -7.51
H 1.28 2.60 -7.67
H 2.23 2.55 -6.19
H 0.82 0.59 -8.80
H -0.15 -0.36 -7.63
H 2.67 -1.04 -8.53
H 1.19 -1.88 -8.97
H 1.75 -1.93 -7.30
H 3.82 1.29 -5.12
H 4.62 2.13 -2.94
H 3.13 2.03 -0.97
H 0.07 0.43 -3.21

Computed properties:
HOMO energy (spin up / spin down)   -0.5700 / -0.5700 Ha
Charge   +3
LUMO (spin up / spin down)   -12.01 / -10.82 eV

Results of the Mulliken charge analysis, in e, for atoms 1 through 5:
1 Sn 1.741
2 C -1.103
3 N 0.358
4 C -1.077
5 C -0.976



Entry 5:
Entry from the Open Molecules 2025 dataset: a structure of composition C41H37F5OP2Ru (ωB97M-V/def2-TZVPD).

Positions of all 87 atoms, in Å:
Ru -1.00 -0.12 -0.39
C 2.59 0.97 3.01
C 1.93 1.90 2.28
C 2.55 2.83 1.29
C 2.76 2.24 -0.14
C 3.16 0.83 -0.30
C 3.91 0.11 0.53
C 4.77 0.66 1.66
C 4.07 0.74 3.00
C 0.48 -0.88 1.10
H 2.13 0.65 3.95
H 0.80 1.93 2.35
H 3.53 3.23 1.58
H 1.85 3.69 1.19
H 1.84 2.45 -0.70
H 3.54 2.87 -0.58
H 2.77 0.36 -1.19
H 3.97 -0.98 0.46
H 5.21 1.64 1.40
H 5.58 -0.08 1.75
H 4.25 -0.17 3.56
H 4.63 1.46 3.62
H 0.31 -0.48 2.15
H 1.61 -0.88 0.95
H 0.06 -1.89 1.05
P -2.92 0.66 -1.51
P -1.04 -0.86 -2.66
C -1.97 1.62 -2.71
C -1.10 0.79 -3.39
C -4.64 1.17 -1.80
C -5.02 2.32 -2.52
C -6.36 2.66 -2.63
C -7.36 1.83 -2.09
C -6.99 0.63 -1.49
C -5.64 0.28 -1.37
C -2.29 1.28 0.27
C -1.79 0.42 1.29
C -1.50 1.02 2.52
C -1.84 2.35 2.75
C -2.49 3.12 1.80
C -2.73 2.60 0.54
C -1.98 -1.81 -4.02
C -3.34 -1.48 -4.28
C -4.01 -1.95 -5.42
C -3.37 -2.79 -6.34
C -2.03 -3.10 -6.12
C -1.34 -2.60 -5.00
C 0.60 -1.52 -2.94
C 0.82 -2.85 -2.54
C 2.08 -3.43 -2.76
C 3.10 -2.68 -3.36
C 2.86 -1.36 -3.74
C 1.62 -0.78 -3.53
H -2.28 2.64 -2.92
H -0.68 0.95 -4.38
H -4.26 2.95 -3.00
H -6.65 3.58 -3.13
H -8.40 2.11 -2.16
H -7.75 -0.04 -1.09
H -5.34 -0.68 -0.93
H -1.77 -0.76 1.37
H -0.93 0.47 3.25
H -1.62 2.75 3.73
H -2.82 4.12 2.08
H -3.29 3.13 -0.23
H -3.87 -0.80 -3.60
H -5.05 -1.66 -5.61
H -3.91 -3.18 -7.21
H -1.51 -3.74 -6.84
H -0.27 -2.81 -4.94
H -0.01 -3.40 -2.05
H 2.24 -4.46 -2.43
H 4.06 -3.14 -3.51
H 3.65 -0.78 -4.19
H 1.41 0.26 -3.80
F 5.62 -1.14 8.54
C 4.58 -1.24 7.66
C 4.79 -1.80 6.40
F 6.03 -2.25 6.05
C 3.77 -1.88 5.49
F 3.98 -2.32 4.23
C 2.44 -1.42 5.78
O 1.54 -1.27 4.92
C 2.25 -1.04 7.15
F 0.99 -0.74 7.58
C 3.29 -0.82 8.03
F 3.14 -0.21 9.21

Computed properties:
Spin multiplicity   5
HOMO energy (spin up / spin down)   -0.4763 / -0.4786 Ha
Charge   +2
Energy relative to the best compared isomer or geometry (same formula, charge and spin)   0.0 kJ/mol
LUMO (spin up / spin down)   -7.56 / -8.38 eV

Results of the Mulliken charge analysis, in e, for atoms 1 through 5:
1 Ru -0.268
2 C -0.256
3 C 0.576
4 C -1.144
5 C -0.672



Electronic energy in eV, matching the order above: -92429.7759, -71196.7270, -94449.7540, -101546.6453, -79885.1584